25
Properties=species:S:1:pos:R:3 method="wB97M-V/def2-TZVPD" homo_lumo_gap_ev=8.877 energy_ha=-1544.731710 relative_energy_ev=3.889
C -2.940 2.633 -0.018
C -2.189 1.258 -0.430
C -2.275 0.276 0.840
C -0.680 -1.482 -0.379
C 0.592 -1.389 0.475
C 1.280 -0.266 0.146
C 5.296 -1.169 -0.154
H -2.562 3.137 0.941
H -4.222 2.500 0.018
H -2.554 3.399 -0.778
H -1.066 1.363 -0.590
H -2.648 0.734 -1.454
H -1.527 0.695 1.555
H -3.198 0.560 1.319
H -0.541 -2.552 -0.722
H -0.515 -0.943 -1.481
H 1.134 -2.250 1.151
H 0.926 0.433 -0.719
H 6.350 -1.172 -0.579
H 4.730 -1.894 -0.909
H 5.306 -1.483 0.976
O -3.366 -1.841 -0.413
S -2.266 -1.433 0.488
S 2.632 0.290 0.992
S 4.303 0.596 -0.276



23
Properties=species:S:1:pos:R:3 method="wB97M-V/def2-TZVPD" homo_lumo_gap_ev=10.207 energy_ha=-639.766407 relative_energy_ev=1.833 smiles="C[Si](C)(C)C1(C=O)CC1"
C -0.417 0.987 -2.119
C -1.593 1.711 -0.077
C -0.097 2.217 0.003
C -0.462 0.908 -0.651
C 0.351 -0.736 2.315
C 2.137 -0.719 -0.110
C -0.723 -2.338 -0.368
O 0.089 0.172 -2.848
Si 0.327 -0.881 0.369
H -1.117 1.794 -2.598
H -2.070 1.344 0.862
H -2.270 2.193 -0.687
H 0.197 3.089 -0.644
H 0.404 2.168 1.074
H 0.092 -1.847 2.521
H 1.256 -0.500 2.895
H -0.562 -0.191 2.546
H 2.042 0.268 -0.659
H 2.871 -0.355 0.629
H 2.460 -1.551 -0.710
H -1.842 -2.207 -0.482
H -0.524 -2.213 -1.445
H -0.549 -3.310 0.186



23
Properties=species:S:1:pos:R:3 method="wB97M-V/def2-TZVPD" homo_lumo_gap_ev=10.503 energy_ha=-639.747842 relative_energy_ev=2.338 smiles=CC(C)C#CO[SiH](C)C
C -1.071 -0.843 -0.876
C -0.766 0.182 -0.322
C -0.692 -3.095 -0.007
C -0.327 -2.548 -2.562
C 1.496 1.306 1.642
C -0.525 3.974 1.478
C -1.115 -2.268 -1.264
O -0.794 1.658 0.102
Si 0.412 2.508 0.700
H 0.321 -2.734 0.412
H -1.364 -3.092 0.863
H -0.596 -4.215 -0.283
H 0.791 -2.637 -2.552
H -0.479 -1.600 -3.137
H -0.640 -3.340 -3.126
H 0.978 0.394 1.610
H 2.443 1.272 1.061
H 1.714 1.580 2.636
H -0.402 4.704 0.672
H -1.563 3.884 1.439
H -0.245 4.358 2.378
H -2.168 -2.546 -1.464
H 1.256 3.045 -0.519



22
Properties=species:S:1:pos:R:3 method="wB97M-V/def2-TZVPD" charge=+1 homo_lumo_gap_ev=9.775 energy_ha=-616.115711 relative_energy_ev=2.296
C -2.255 -0.642 0.141
C -1.252 -1.492 0.252
C -2.091 0.791 -0.116
C 0.177 -1.113 0.098
C 1.110 -1.475 1.247
C 1.275 1.771 0.770
C 0.831 0.781 -1.929
P 0.259 0.724 -0.267
H -3.346 -0.941 0.042
H -1.517 -2.642 0.295
H -2.736 1.133 -0.871
H -2.166 1.324 0.818
H 0.694 -1.668 -0.734
H 0.711 -1.086 2.215
H 2.228 -1.152 0.889
H 1.192 -2.554 1.299
H 2.035 1.150 0.859
H 0.609 2.068 1.619
H 1.599 2.780 0.491
H 0.793 1.782 -2.595
H 0.084 0.251 -2.433
H 1.768 0.212 -2.088



22
Properties=species:S:1:pos:R:3 method="wB97M-V/def2-TZVPD" homo_lumo_gap_ev="7.289 / 7.288" energy_ha=-673.008879 relative_energy_ev=7.824
C 0.272 0.143 -1.644
C -0.998 -0.714 0.957
C -0.635 -1.598 -0.223
C 0.548 -1.197 -0.936
C -2.548 -0.543 0.940
C 1.665 -1.089 0.100
C 0.916 2.452 0.510
S -0.180 1.486 -0.793
H 1.019 0.440 -2.500
H -0.520 -2.525 0.259
H -1.463 -1.662 -0.902
H 0.735 -1.816 -1.781
H -2.308 0.305 0.261
H -3.032 -0.256 1.847
H -3.093 -1.284 0.360
H 2.036 -2.123 0.381
H 1.093 -0.506 0.880
H 2.665 -0.577 -0.241
H 0.290 3.328 1.003
H 1.231 1.679 1.252
H 1.839 2.754 -0.149
H 0.005 2.308 -1.770



22
Properties=species:S:1:pos:R:3 method="wB97M-V/def2-TZVPD" homo_lumo_gap_ev=9.179 energy_ha=-673.110749 relative_energy_ev=5.052
C 1.049 0.632 1.138
C -0.397 0.103 0.657
C -1.758 0.815 0.861
C -0.499 -1.292 1.261
C -0.134 0.110 -0.827
C 0.594 1.020 -1.745
C 1.169 -0.404 -1.355
H 1.397 1.517 0.481
H 1.799 -0.401 0.966
H 0.786 1.067 2.147
H -2.606 0.102 0.711
H -1.629 1.760 0.323
H -1.807 1.127 2.053
H -1.426 -1.917 0.985
H -0.677 -1.050 2.366
H 0.436 -1.978 1.307
H -1.046 0.010 -1.501
H 0.310 1.165 -2.834
H 1.032 1.961 -1.565
H 1.882 -0.273 -0.541
H 0.142 -2.557 -2.157
S 1.382 -1.518 -2.733